135
Properties=species:S:1:pos:R:3:forces:R:3:mulliken_charge:R:1 method="wB97M-V/def2-TZVPD" de_lowest_kcal_mol=0.0 mol_weight_g_mol=854.7 total_charge=+1 e_homo_ev=-10.39 orbital_gap_ha=0.253 lumo_ev=-3.5
Sr 17.975 20.489 19.544 0.155 -1.610 -1.708 1.61
C 17.805 17.260 18.539 -2.569 1.289 0.748 -0.10
O 19.026 17.555 19.184 0.665 -0.115 0.287 -0.03
O 17.102 18.426 18.407 1.285 0.663 -0.300 -1.08
C 18.055 16.434 17.235 0.886 0.500 0.042 0.62
F 17.362 16.853 16.182 -0.260 -0.003 0.176 -0.23
F 19.372 16.512 16.880 -0.197 0.051 -0.200 -0.22
F 17.805 15.131 17.425 -0.203 0.014 0.028 -0.24
C 19.755 16.473 19.725 1.482 -0.911 0.197 0.08
C 21.101 16.920 20.304 -0.439 0.695 1.121 -1.46
H 21.373 16.221 21.097 0.205 -0.225 -0.278 0.64
H 21.947 17.049 19.631 -0.238 -0.197 -0.359 0.05
H 20.992 17.859 20.866 -0.103 0.048 -0.138 0.18
H 20.049 15.713 18.995 -0.608 0.107 -0.339 0.08
H 19.216 15.940 20.513 -0.412 0.282 -0.024 0.44
H 17.142 16.688 19.206 0.708 -1.085 -0.071 0.21
C 16.252 17.614 21.789 1.019 0.076 0.555 -1.52
C 15.611 18.938 21.444 0.272 -0.103 -0.791 1.04
C 14.333 19.102 22.205 -0.938 0.171 0.343 -0.92
O 13.768 20.360 21.900 0.085 0.053 -0.511 -0.34
C 12.503 20.591 22.510 0.389 -0.027 0.293 -0.76
N 16.505 20.120 21.652 0.000 -0.263 0.324 -0.67
H 15.649 16.747 21.535 -0.161 0.154 -0.214 0.44
H 16.464 17.541 22.862 -0.139 0.087 0.027 0.46
H 17.227 17.518 21.303 -0.127 -0.059 -0.176 0.15
H 15.453 18.951 20.360 -0.512 -0.214 0.115 0.08
H 14.501 19.018 23.289 0.191 0.048 0.014 0.37
H 13.626 18.304 21.950 0.081 -0.049 -0.137 0.47
H 11.970 21.357 21.953 0.118 0.012 -0.105 0.24
H 12.681 20.947 23.528 -0.280 -0.095 0.091 0.31
H 11.910 19.675 22.522 -0.059 0.021 0.034 0.31
H 15.842 20.895 21.731 0.210 0.080 0.314 0.30
H 16.992 20.024 22.542 -0.246 0.164 0.083 0.22
C 27.438 15.261 23.621 -0.546 0.859 -2.393 -1.01
C 26.654 16.373 24.307 0.885 0.116 0.036 0.38
C 25.170 16.359 23.927 1.108 0.519 -0.223 -0.40
O 24.627 17.631 24.264 -0.323 -0.325 0.772 -0.34
C 23.242 17.644 24.126 -0.882 0.324 -1.230 -0.44
N 27.043 16.407 25.729 -1.515 -0.260 0.059 -0.74
H 27.099 14.234 23.731 0.358 -0.034 0.958 0.34
H 28.507 15.467 23.649 0.090 -0.609 0.783 0.36
H 27.271 15.407 22.537 -0.117 0.088 0.118 0.08
H 26.981 17.325 23.863 0.045 -0.143 -0.261 0.19
H 24.589 15.522 24.322 -0.030 0.060 0.206 0.47
H 25.209 16.333 22.830 -0.298 -0.469 -0.013 -0.01
H 22.702 16.881 24.694 0.236 0.058 0.353 0.34
H 22.933 17.490 23.073 0.291 -0.300 -0.016 -0.03
H 22.829 18.637 24.314 0.340 -0.019 0.607 0.30
H 27.898 16.934 25.832 -0.010 0.064 0.060 0.26
H 26.302 16.889 26.235 0.381 0.076 0.147 0.26
C 16.767 22.977 10.595 0.182 0.536 0.598 -1.48
C 17.660 21.929 11.231 0.962 -0.820 -1.050 0.63
C 16.906 21.014 12.173 0.382 0.864 0.462 -0.76
O 17.778 20.196 12.952 -0.148 0.155 -0.400 -0.33
C 17.116 19.066 13.487 0.606 -0.249 0.060 -0.58
N 18.270 21.147 10.133 -0.179 -0.216 0.532 -0.73
H 16.080 22.590 9.846 -0.099 -0.331 0.229 0.38
H 17.380 23.718 10.079 0.049 0.019 0.066 0.40
H 16.233 23.497 11.395 -0.206 0.092 -0.275 0.37
H 18.474 22.387 11.813 -0.317 0.339 0.158 0.20
H 16.187 20.424 11.602 -0.175 -0.028 0.183 0.44
H 16.473 21.715 12.899 -0.837 -0.268 -0.158 0.22
H 17.170 18.261 12.752 -0.276 -0.166 0.090 0.43
H 16.080 19.231 13.797 -0.037 0.270 -0.211 0.37
H 17.666 18.774 14.382 0.044 -0.175 -0.076 -0.07
H 18.979 20.537 10.529 0.002 -0.003 -0.206 0.23
H 18.724 21.770 9.477 0.071 -0.039 0.002 0.25
C 20.391 10.544 13.318 -0.409 0.472 -0.254 -1.31
C 20.694 10.589 14.824 1.524 -0.022 -1.351 1.42
C 19.494 10.104 15.591 0.285 0.095 1.629 -1.01
O 18.391 10.975 15.502 -0.751 -0.428 -0.021 -0.45
C 18.615 12.258 16.046 0.367 0.062 -1.110 -0.32
N 21.946 9.884 15.164 -0.356 -0.888 0.213 -0.81
H 19.983 9.594 12.966 0.146 -0.186 0.311 0.38
H 21.272 10.761 12.709 0.083 0.018 0.143 0.39
H 19.630 11.287 13.056 0.031 0.038 0.050 0.22
H 21.025 11.603 15.072 -0.905 0.249 0.137 -0.39
H 19.716 9.976 16.661 0.424 0.180 -0.013 0.40
H 19.212 9.093 15.292 -0.301 0.196 -0.508 0.41
H 19.067 12.839 15.235 0.194 0.340 0.388 -0.12
H 19.277 12.249 16.914 -0.025 -0.079 0.136 0.32
H 17.674 12.750 16.276 -0.194 -0.338 0.164 0.32
H 22.704 10.264 14.610 -0.037 0.167 0.024 0.27
H 21.909 8.904 14.887 -0.136 0.048 0.108 0.25
C 22.356 19.881 17.215 -0.006 0.166 0.575 -1.49
C 21.054 20.563 17.671 0.534 -0.313 -0.593 0.34
C 20.042 20.501 16.545 -0.314 -0.702 0.242 -0.89
O 18.810 21.020 17.041 0.134 1.076 0.515 -0.11
C 17.819 21.339 16.083 -0.524 -0.832 -1.144 -0.91
N 20.513 19.920 18.865 -0.513 0.343 0.735 -0.15
H 22.297 18.799 17.358 -0.194 -0.032 -0.203 0.32
H 23.164 20.209 17.870 0.150 0.066 -0.218 0.40
H 22.606 20.084 16.175 0.076 0.107 0.035 0.48
H 21.228 21.613 17.920 0.074 0.021 -0.094 0.36
H 19.880 19.459 16.239 0.013 -0.096 0.093 0.17
H 20.420 21.008 15.656 -0.232 0.438 0.111 0.58
H 17.183 22.174 16.382 0.186 -0.063 0.447 0.36
H 17.215 20.439 15.916 -0.192 0.224 0.128 0.33
H 18.210 21.589 15.092 0.381 0.061 0.221 0.25
H 21.157 19.994 19.647 0.233 -0.042 -0.209 0.30
H 20.358 18.925 18.710 -0.013 0.028 -0.089 -0.16
C 25.670 17.983 18.543 -0.874 0.332 -0.522 -1.48
C 25.277 16.629 19.119 2.084 0.163 0.239 0.98
C 25.137 15.613 17.978 -0.820 0.536 0.647 -0.81
O 23.894 15.892 17.351 -0.462 0.130 0.111 -0.18
C 23.272 14.795 16.747 -0.514 -0.859 -0.267 -0.89
N 26.398 16.288 20.043 -0.691 -0.281 -0.223 -0.50
H 26.670 17.910 18.115 0.048 0.008 0.009 0.51
H 25.654 18.814 19.248 0.042 -0.191 0.229 0.36
H 24.996 18.245 17.721 0.041 0.013 0.046 0.18
H 24.375 16.657 19.730 -0.246 0.019 -0.269 -0.29
H 25.143 14.623 18.446 0.029 -0.191 -0.391 0.45
H 25.919 15.743 17.224 0.302 -0.292 0.241 0.26
H 23.964 14.219 16.125 0.029 0.088 -0.096 0.41
H 22.418 15.103 16.140 0.334 0.502 -0.167 0.13
H 22.799 14.083 17.440 0.446 0.103 0.448 0.36
H 27.269 16.623 19.656 0.121 -0.091 -0.002 0.25
H 26.481 15.283 20.164 0.019 0.070 0.080 0.27
C 22.798 14.442 13.016 -0.689 -0.484 -0.521 -1.20
C 21.402 14.145 12.429 0.126 1.334 -0.068 0.50
C 20.299 14.621 13.375 0.940 -1.065 0.544 0.24
O 19.021 14.446 12.828 0.171 0.365 0.252 -0.45
C 18.021 15.059 13.646 0.115 -0.893 -1.033 -0.09
N 21.331 14.875 11.159 -0.239 -0.197 -0.521 -0.76
H 23.523 13.976 12.351 0.133 0.074 0.050 0.36
H 22.920 14.020 14.013 0.020 0.228 0.056 0.06
H 22.954 15.520 12.979 0.164 0.034 0.367 0.38
H 21.335 13.069 12.269 -0.300 0.047 -0.239 0.09
H 20.501 15.654 13.687 -0.133 0.186 -0.188 0.33
H 20.421 13.989 14.273 -0.269 0.244 0.191 -0.29
H 17.112 14.555 13.323 -0.257 0.178 0.373 0.36
H 17.937 16.119 13.412 0.121 0.217 0.246 0.08
H 18.229 14.868 14.697 -0.156 0.158 0.084 -0.16
H 21.352 15.877 11.332 0.291 -0.049 0.198 0.28
H 20.426 14.753 10.712 0.046 -0.351 0.085 0.30